1.
Entry from OMol25: a molecular structure, C32H41As2N5O2SbTl (the ωB97M-V functional and the def2-TZVPD basis).

The orbital gap comes out at 8.166 eV. The calculation puts the HOMO energy at -0.4921 Ha. Its electronic energy is -178285.7745 eV. The molar mass is 1003.700 g mol⁻¹. As for the LUMO energy: -5.224 eV. The calculation puts the energy above the lowest of the compared OMol25 structures with the same formula, charge and spin at 0.0 kcal/mol.

ORCA input file:
```
! wB97M-V def2-TZVPD RIJCOSX def2/J DEFGRID3
* xyz 2 1
Tl 0.2056 0.6090 -0.6336
C -1.1969 -4.1940 0.4148
C -0.6466 -3.7891 -0.9239
C 0.1463 -4.6897 -1.6266
C 0.6064 -4.3557 -2.8864
C 0.2143 -3.1450 -3.4297
C -0.6074 -2.2968 -2.6950
N -1.0066 -2.5956 -1.4427
Sb -1.6172 -0.8097 -3.9279
C 0.0209 0.5842 -4.2771
C 0.0759 1.1501 -5.5431
C 1.0788 2.0619 -5.8312
C 2.0021 2.3670 -4.8510
C 1.9057 1.7526 -3.6085
C 2.8990 2.0699 -2.5226
N 0.9253 0.8726 -3.3290
C -2.6441 0.4139 -2.4500
C -4.0279 0.3322 -2.3778
C -4.7218 1.3223 -1.6981
C -4.0195 2.3802 -1.1470
C -2.6320 2.3922 -1.2336
C -1.8141 3.5366 -0.7042
N -1.9639 1.4094 -1.8605
H -1.3940 -3.3302 1.0396
H -0.5092 -4.8678 0.9247
H -2.1427 -4.7243 0.2750
H 0.3642 -5.6585 -1.1952
H 1.2275 -5.0412 -3.4499
H 0.5240 -2.8603 -4.4291
H -0.6540 0.8712 -6.2927
H 1.1415 2.5210 -6.8097
H 2.7983 3.0750 -5.0388
H 3.7386 2.6372 -2.9187
H 3.2841 1.1557 -2.0704
H 2.4350 2.6753 -1.7382
H -4.5514 -0.4865 -2.8549
H -5.8024 1.2889 -1.6322
H -4.5391 3.2027 -0.6712
H -1.4535 4.1335 -1.5445
H -0.9376 3.1893 -0.1485
H -2.4003 4.1865 -0.0575
C -4.0986 -0.0178 2.2702
C -2.6953 0.3262 1.8848
N -2.0148 -0.2873 0.9956
O -2.6858 -1.2989 0.3982
C -2.0564 1.5552 2.3862
C -2.8727 2.7983 2.5037
N -0.7626 1.6330 2.5519
O -0.0897 2.7251 2.6617
H -4.2417 -1.0953 2.2138
H -4.8093 0.4332 1.5733
H -4.3287 0.3339 3.2741
H -2.0793 -1.6095 -0.3166
H -3.4041 2.7899 3.4605
H -3.6181 2.8591 1.7110
H -2.2253 3.6700 2.4817
C 3.2780 -3.2871 1.6762
As 2.1133 -1.8715 0.9850
C 2.9565 -1.7196 -0.7840
C 2.9609 -0.3215 1.8571
C 4.3211 -0.0680 1.7060
C 4.9097 1.0774 2.2200
C 4.1357 2.0194 2.8850
C 2.7886 1.7831 3.0891
C 2.2165 0.6130 2.5885
As 0.4121 0.2975 3.2241
C 0.4244 0.9318 5.0415
C -0.3126 -1.4703 3.5173
H 4.3243 -3.0774 1.4596
H 3.0050 -4.2277 1.1986
H 3.1487 -3.3964 2.7515
H 3.9804 -1.3620 -0.7004
H 2.3988 -1.0577 -1.4441
H 2.9695 -2.7075 -1.2425
H 4.9416 -0.7814 1.1773
H 5.9732 1.2382 2.0987
H 4.5837 2.9306 3.2592
H 2.1861 2.5170 3.6037
H 0.5168 2.0123 5.0786
H 1.2708 0.4783 5.5545
H -0.4987 0.6262 5.5295
H -0.1439 -2.1475 2.6901
H -1.3773 -1.3580 3.7111
H 0.1878 -1.8324 4.4154
*
```

Löwdin atomic charge list, values in e, 8 entries: 0.84, -0.02, -0.32, -0.02, -0.04, -0.13, -0.46, 0.04

=====

2.
Entry from OMol25: a molecular structure, C3H7IN2S at a distorted geometry (the ωB97M-V functional and the def2-TZVPD basis).

The orbital gap comes out at 8.040 eV. The calculation puts the HOMO energy at -0.3210 Ha. Its electronic energy is -25136.7867 eV. The molar mass is 230.074 g mol⁻¹. As for the LUMO energy: -0.694 eV. The calculation puts the energy above the lowest of the compared OMol25 structures with the same formula, charge and spin at 56.3 kcal/mol.

ORCA input file:
```
! wB97M-V def2-TZVPD RIJCOSX def2/J DEFGRID3
* xyz 0 1
C 0.7436 0.1223 -2.5857
C 0.4540 0.4877 2.9114
C -1.0401 -0.7226 1.1454
N 1.5851 0.2031 -1.6553
N -0.5954 -0.3387 -2.4950
S -1.2614 -0.0931 2.6848
I -2.7469 -1.4882 0.3459
H 1.1693 0.3304 -3.7035
H 0.3360 1.5468 2.7247
H 0.9929 0.0856 2.1610
H 1.0620 0.1679 3.8875
H -1.2300 -0.1793 -3.2490
H 1.4079 0.0289 -0.5839
H -0.8769 -0.1509 -1.5883
*
```

Löwdin atomic charge list, values in e, 8 entries: -0.41, -0.38, -1.09, 0.02, 0.06, 0.71, 0.76, 0.14

=====

3.
Entry from OMol25: a gas-phase ion, C6H11N4O2 (charge +1) at a distorted geometry (the ωB97M-V functional and the def2-TZVPD basis).

The orbital gap (alpha / beta) comes out at 8.757 / 8.758 eV. The calculation puts the HOMO energy (alpha / beta) at -0.4827 / -0.4827 Ha. Its electronic energy is -16439.1684 eV. The molar mass is 171.180 g mol⁻¹. Its SMILES is O=N/N=C1/C[N@H+]1N1CCOCC1. As for the LUMO energy (alpha / beta): -4.378 / -4.377 eV. The calculation puts the energy above the lowest of the compared OMol25 structures with the same formula, charge and spin at 230.8 kcal/mol.

ORCA input file:
```
! wB97M-V def2-TZVPD RIJCOSX def2/J DEFGRID3
* xyz 1 1
O 3.1403 1.7546 1.1123
N 2.8119 0.7255 0.6556
N 2.7385 -0.2792 0.1398
C 2.2272 -1.2491 -0.5449
C 1.4303 -2.2785 0.1942
N 0.7633 -1.2753 -0.6020
N -0.0393 -0.1790 -0.1197
C -0.9059 -0.3827 1.0034
C -1.5591 1.0426 1.2369
O -2.3443 1.4344 0.1303
C -1.5506 1.7367 -1.0203
C -0.6830 0.4011 -1.2877
H 1.3900 -3.3910 -0.1809
H 1.4458 -2.2408 1.2273
H 0.3664 -1.6445 -1.5412
H -0.3310 -0.4868 1.8473
H -1.6587 -1.1642 0.7817
H -2.2487 0.9607 2.0180
H -0.7268 1.6847 1.3410
H -0.8554 2.4724 -0.7747
H -2.2597 1.7044 -1.9622
H -1.2631 -0.3371 -1.7376
H 0.1117 0.9912 -1.9164
*
```

Löwdin atomic charge list, values in e, 8 entries: 0.21, -0.01, 0.21, -0.15, -0.01, -0.02, -0.13, -0.10

=====

4.
Entry from OMol25: a molecular structure, C13H36LiO9 at a distorted geometry (the ωB97M-V functional and the def2-TZVPD basis).

The orbital gap comes out at 5.979 eV. The calculation puts the HOMO energy at -0.1332 Ha. Its electronic energy is -32695.3145 eV. The molar mass is 343.363 g mol⁻¹. As for the LUMO energy: 2.355 eV.

ORCA input file:
```
! wB97M-V def2-TZVPD RIJCOSX def2/J DEFGRID3
* xyz -1 1
Li -2.6681 -0.1056 0.0495
C 0.5820 0.3394 1.7002
C 0.2940 1.1397 0.4161
O -1.0443 1.1733 0.1086
H 1.5494 0.4906 2.1883
H 0.3702 -0.7241 1.5784
H -0.1792 0.7385 2.3799
H 0.9171 0.6957 -0.4018
H 0.7269 2.1611 0.3973
C -3.4019 -0.7230 2.8432
C -4.5818 -0.1450 2.0286
O -4.1873 0.8215 1.1263
H -2.5811 -1.0215 2.1707
H -3.8126 -1.5209 3.4728
H -2.8244 -0.0091 3.4375
H -5.3012 0.2093 2.7980
H -5.0968 -0.9604 1.4782
C 3.8033 -1.7689 -0.1297
C 2.9726 -1.9280 -1.4239
C 1.6968 -2.6720 -1.0871
O 2.7125 -0.6932 -2.0747
H 4.7283 -1.1880 -0.1806
H 4.1731 -2.7849 0.0381
H 3.1980 -1.3063 0.6509
H 3.6407 -2.5475 -2.0418
H 1.2255 -2.9559 -2.0352
H 0.9354 -2.0968 -0.5452
H 1.7607 -3.5381 -0.4242
H 1.8046 -0.8353 -2.3922
C 2.3768 -4.3038 2.8689
C 1.5759 -2.9956 3.0323
O 1.2618 -2.6984 4.3588
O 3.7595 -4.1500 3.2855
H 2.2638 -4.7272 1.8728
H 2.0166 -4.8931 3.7240
H 0.7161 -3.0601 2.3637
H 2.1717 -2.2157 2.5357
H 2.0772 -2.3735 4.7559
H 4.2298 -4.9426 3.0212
C -1.6126 5.5955 -1.7384
C -0.4905 5.2363 -0.7673
O -0.6584 5.6909 0.5474
O -2.7553 4.7818 -1.4042
H -1.3064 5.1841 -2.7061
H -1.8804 6.6507 -1.8030
H 0.4676 5.5949 -1.1717
H -0.3541 4.1569 -0.8363
H -0.4989 6.6333 0.6141
H -3.1844 4.5296 -2.2232
C -1.8132 0.3542 -4.3103
C -0.9736 1.0173 -3.2171
O -0.2314 -0.0057 -2.5508
O -0.9881 -0.4695 -5.1322
H -2.3755 1.0306 -4.9512
H -2.5670 -0.3109 -3.8718
H -1.5776 1.6084 -2.5286
H -0.2343 1.6435 -3.7260
H -0.2594 0.3002 -1.6222
H -0.5676 -1.1067 -4.5456
*
```

Löwdin atomic charge list, values in e, 8 entries: 0.68, -0.10, -0.51, -0.39, 0.06, 0.04, 0.07, 0.07